[1]
Molecular formula: C4H11N3O
Method: DFT, wB97M-V/def2-TZVPD

The total energy comes out at -398.41745 Ha. The largest force on an atom is 4.413 eV Å⁻¹.

Each line ends with the natural charge from an NBO analysis.
Element x y z (Å)
O: 0.03 2.17 0.13  -0.561
N: -1.75 -0.06 -1.92  -0.654
N: 0.52 -0.03 0.30  -0.574
N: -1.27 0.88 -1.11  -0.464
C: -0.19 0.82 -0.29  0.691
C: -0.03 -1.40 0.17  -0.241
C: 0.96 2.55 1.11  -0.242
C: 0.99 -2.47 0.57  -0.619
H: -1.07 -0.65 -2.43  0.369
H: -0.33 -1.57 -0.91  0.168
H: 1.86 1.97 0.92  0.202
H: 1.49 -2.23 1.56  0.215
H: 1.85 -2.36 -0.11  0.210
H: 1.00 3.67 1.19  0.189
H: -0.89 -1.38 0.92  0.182
H: -1.57 1.79 -1.17  0.390
H: 0.52 2.32 2.01  0.170
H: -2.57 -0.52 -1.52  0.362
H: 0.44 -3.49 0.57  0.209

[2]
Molecular formula: C5H19N2O2S
Method: DFT, wB97M-V/def2-TZVPD

As for the charge: +1. The total energy comes out at -859.80176 Ha. The largest force on an atom is 3.005 eV Å⁻¹.

Each line ends with the natural charge from an NBO analysis.
Element x y z (Å)
S: -0.91 -2.53 -1.81  -0.115
O: 3.50 -0.89 0.32  -0.997
O: -0.67 0.47 2.55  -0.962
N: -1.68 0.56 -0.15  -0.665
N: 1.12 0.56 0.34  -0.559
C: 0.66 0.93 -1.04  -0.266
C: -1.86 -1.93 -0.28  -0.495
C: 2.16 1.56 0.73  -0.433
C: -2.45 -0.60 -0.69  -0.267
C: -0.88 1.26 -1.13  -0.232
H: 0.35 0.44 1.01  0.488
H: -1.23 -1.99 0.60  0.227
H: -1.66 0.57 2.55  0.498
H: -0.48 0.12 3.43  0.493
H: -0.95 -3.85 -1.71  0.149
H: 3.68 -1.48 -0.42  0.510
H: -2.29 1.21 0.33  0.376
H: 0.77 0.17 -1.82  0.237
H: -3.48 -0.51 -0.24  0.216
H: -2.76 -2.55 -0.14  0.236
H: 1.95 2.57 0.48  0.228
H: 4.06 -0.94 1.09  0.508
H: 1.52 -0.41 0.34  0.465
H: -1.13 2.34 -1.02  0.214
H: -1.13 0.81 -2.13  0.207
H: -2.83 -0.44 -1.72  0.224
H: 2.38 1.65 1.80  0.228
H: 3.03 1.16 0.25  0.250
H: 1.22 1.76 -1.53  0.236

[3]
Molecular formula: C5H7NO
Method: DFT, wB97M-V/def2-TZVPD

The total energy comes out at -324.60677 Ha. The largest force on an atom is 2.529 eV Å⁻¹.

Each line ends with the natural charge from an NBO analysis.
Element x y z (Å)
O: -1.70 -0.40 0.14  -0.607
N: -0.93 -2.57 -0.29  -0.817
C: 1.23 1.75 0.20  -0.616
C: -0.37 -1.37 -0.51  0.503
C: -1.00 0.67 0.47  0.147
C: 0.58 -0.50 -0.80  -0.344
C: 0.26 0.67 0.00  -0.157
H: 2.21 1.35 0.47  0.206
H: -1.41 1.44 1.13  0.185
H: -1.87 -2.18 -0.12  0.427
H: 1.29 2.28 -0.75  0.208
H: -0.61 -3.03 0.56  0.386
H: 1.44 -0.55 -1.49  0.260
H: 0.89 2.44 0.98  0.218

[4]
Molecular formula: H3N3O2S
Method: DFT, wB97M-V/def2-TZVPD

The total energy comes out at -714.52827 Ha. The largest force on an atom is 4.012 eV Å⁻¹.

Each line ends with the natural charge from an NBO analysis.
Element x y z (Å)
S: 1.18 -0.58 1.04  0.409
O: -0.90 0.19 -0.67  -0.613
O: -0.17 -0.91 -2.60  -0.401
N: 0.00 -0.70 -1.42  0.502
N: 0.30 0.61 2.01  -0.928
N: 1.02 -1.12 -0.82  -0.280
H: -0.61 0.18 2.14  0.406
H: -1.39 0.84 -1.23  0.502
H: 0.57 1.49 1.56  0.403

[5]
Molecular formula: H7NO2
Method: DFT, wB97M-V/def2-TZVPD

The total energy comes out at -209.40030 Ha. The largest force on an atom is 4.070 eV Å⁻¹.

Each line ends with the natural charge from an NBO analysis.
Element x y z (Å)
O: -2.26 -2.20 0.34  -0.951
O: 2.38 0.48 -1.05  -1.002
N: -0.07 1.12 0.38  -1.108
H: -1.33 -1.81 0.64  0.472
H: -0.24 1.93 -0.19  0.385
H: -0.79 0.45 0.07  0.384
H: 0.11 1.23 1.35  0.388
H: 1.59 0.50 -0.28  0.495
H: 2.69 1.36 -1.14  0.456
H: -2.08 -3.06 -0.12  0.480

[6]
Molecular formula: C7H14N2
Method: DFT, wB97M-V/def2-TZVPD

The total energy comes out at -384.54242 Ha. The largest force on an atom is 1.861 eV Å⁻¹.

Each line ends with the natural charge from an NBO analysis.
Element x y z (Å)
N: 2.65 0.65 1.46  -0.665
N: -0.25 1.77 1.13  -0.334
C: 0.04 -1.64 0.98  -0.417
C: 1.70 0.77 2.27  -0.006
C: -0.74 2.21 -1.34  -0.725
C: -0.45 -1.29 -0.21  0.018
C: 0.46 -1.19 -1.41  -0.649
C: -0.43 1.75 0.00  0.312
C: -1.92 -1.38 -0.51  -0.647
H: -2.44 -2.01 0.21  0.221
H: 0.11 -0.42 -2.10  0.193
H: -2.14 -1.77 -1.51  0.213
H: -2.38 -0.39 -0.47  0.207
H: 1.58 1.57 3.00  0.152
H: 0.97 -0.07 2.27  0.179
H: -1.05 3.26 -1.31  0.258
H: -1.57 1.61 -1.74  0.250
H: -0.62 -1.96 1.78  0.194
H: 0.46 -2.13 -1.97  0.219
H: 0.12 2.10 -1.99  0.255
H: 3.33 1.41 1.48  0.328
H: 1.48 -0.97 -1.10  0.236
H: 1.09 -1.86 1.11  0.209